Entry 1:
Below is a single C7H9P molecule in a non-equilibrium geometry, with properties calculated with the ωB97M-V functional and the def2-TZVPD basis.

Element x y z (Å)
C: -1.27 -0.65 -0.01
C: 0.51 0.17 1.45
C: -0.40 -0.19 -1.13
C: 1.13 0.78 0.39
C: -1.25 -1.85 0.92
C: -0.83 -0.50 1.39
C: 0.70 0.56 -1.02
P: 1.83 1.26 -2.37
H: -2.24 -0.47 -0.43
H: 0.81 0.35 2.55
H: -0.66 -0.34 -2.14
H: 2.02 1.35 0.36
H: -2.11 -2.28 1.44
H: -0.42 -2.49 0.77
H: -1.29 -0.08 2.19
H: 2.68 2.20 -1.50
H: 0.80 2.18 -2.88

The HOMO energy is -0.297 hartree. Its spin multiplicity is 1. Its relative energy (zero: lowest compared OMol25 entry of this formula, charge and spin) is 57.12 kcal/mol. Its electronic energy is -613.33771 Eh. Its net charge is 0. As for the LUMO energy: 0.669 eV.

Entry 2:
Below is a molecular structure, C80H184F8N14O28S8 in a non-equilibrium geometry, with properties calculated with the ωB97M-V functional and the def2-TZVPD basis.

Element x y z (Å)
C: 8.61 -3.36 1.87
C: 8.69 -4.68 1.09
C: 9.51 -4.58 -0.14
C: 10.99 -4.41 0.14
C: 11.50 -5.02 1.52
C: 10.71 -6.22 1.90
N: 9.34 -5.71 2.16
O: 8.67 -6.05 3.01
C: 11.18 -6.78 3.27
C: 10.68 -7.32 0.83
C: 7.22 -5.14 0.83
H: 8.25 -2.63 1.15
H: 9.63 -3.10 2.18
H: 7.89 -3.29 2.66
H: 9.14 -3.74 -0.70
H: 9.41 -5.50 -0.76
H: 11.27 -3.35 0.02
H: 11.54 -4.88 -0.68
H: 11.39 -4.28 2.31
H: 12.60 -5.16 1.55
H: 10.54 -7.52 3.71
H: 11.21 -5.95 3.97
H: 12.17 -7.15 3.19
H: 9.71 -7.73 0.96
H: 11.49 -8.00 1.09
H: 10.76 -6.99 -0.18
H: 6.78 -5.34 1.81
H: 7.28 -6.03 0.26
H: 6.78 -4.42 0.15
C: -6.72 -4.98 0.05
C: -5.18 -5.02 0.05
C: -4.53 -4.10 1.01
C: -4.77 -4.28 2.58
C: -3.97 -5.52 2.88
C: -4.34 -6.83 2.05
N: -4.83 -6.46 0.63
O: -4.74 -7.33 -0.15
C: -5.65 -7.36 2.59
C: -3.23 -7.82 1.97
C: -4.70 -4.91 -1.33
H: -6.93 -3.95 -0.23
H: -7.11 -5.20 1.05
H: -7.07 -5.73 -0.61
H: -4.93 -3.13 0.70
H: -3.45 -4.12 0.79
H: -5.84 -4.35 2.68
H: -4.43 -3.46 3.15
H: -4.04 -5.78 3.93
H: -2.96 -5.16 2.73
H: -5.76 -8.38 2.10
H: -6.54 -6.81 2.39
H: -5.44 -7.51 3.68
H: -2.84 -7.83 3.00
H: -2.30 -7.56 1.39
H: -3.60 -8.83 1.75
H: -5.37 -5.24 -2.15
H: -3.70 -5.42 -1.43
H: -4.56 -3.85 -1.49
C: 1.86 2.89 6.36
C: 2.73 4.10 5.99
C: 4.09 4.20 6.85
C: 5.17 3.30 6.29
C: 5.38 3.62 4.79
C: 4.19 3.24 3.93
N: 2.99 4.07 4.52
O: 2.47 4.81 3.79
C: 3.96 1.75 3.92
C: 4.46 3.61 2.43
C: 1.98 5.44 6.23
H: 1.45 3.07 7.29
H: 2.49 2.03 6.43
H: 1.03 2.77 5.64
H: 3.80 4.12 7.87
H: 4.56 5.20 6.71
H: 4.97 2.26 6.53
H: 6.12 3.53 6.78
H: 6.19 2.96 4.35
H: 5.72 4.67 4.74
H: 3.07 1.66 3.29
H: 3.73 1.23 4.85
H: 4.88 1.35 3.44
H: 3.72 3.16 1.78
H: 5.39 3.16 2.07
H: 4.57 4.70 2.23
H: 1.05 5.70 5.64
H: 2.62 6.31 5.98
H: 1.72 5.54 7.31
C: -4.89 3.59 0.33
C: -5.58 2.42 1.02
C: -4.76 1.12 0.94
C: -5.25 -0.11 1.67
C: -5.14 0.28 3.16
C: -5.78 1.51 3.68
N: -5.76 2.66 2.61
O: -5.45 3.74 3.06
C: -5.29 2.04 5.05
C: -7.30 1.34 3.76
C: -7.10 2.29 0.65
H: -3.87 3.67 0.68
H: -5.24 4.58 0.38
H: -4.89 3.27 -0.70
H: -3.69 1.26 1.07
H: -4.73 0.92 -0.11
H: -4.64 -0.95 1.56
H: -6.28 -0.26 1.38
H: -4.06 0.24 3.25
H: -5.59 -0.51 3.75
H: -5.77 2.83 5.61
H: -4.24 2.29 5.05
H: -5.27 1.19 5.73
H: -7.70 0.94 2.86
H: -7.91 2.27 3.94
H: -7.50 0.60 4.62
H: -7.53 1.44 1.12
H: -7.23 2.19 -0.43
H: -7.50 3.23 0.97
C: 1.81 -4.47 -5.73
O: 2.69 -5.57 -5.71
C: 3.21 -5.97 -4.42
C: 4.19 -7.06 -4.86
N: 3.56 -7.87 -5.92
H: 2.93 -7.21 -6.43
H: 4.20 -8.24 -6.63
C: 2.78 -8.99 -5.37
C: 1.92 -9.66 -6.45
O: 1.77 -8.74 -7.48
C: 1.03 -9.25 -8.55
H: 0.80 -4.73 -5.38
H: 1.62 -4.08 -6.75
H: 2.19 -3.57 -5.17
H: 2.46 -6.32 -3.69
H: 3.77 -5.20 -3.92
H: 4.68 -7.67 -4.04
H: 4.97 -6.49 -5.35
H: 2.05 -8.57 -4.69
H: 3.47 -9.66 -4.77
H: 1.00 -9.98 -5.95
H: 2.39 -10.54 -6.78
H: 1.55 -9.97 -9.16
H: 0.73 -8.45 -9.24
H: 0.08 -9.67 -8.25
C: 0.07 -2.02 12.49
O: 0.44 -3.05 11.55
C: 0.23 -4.39 11.95
C: 0.34 -5.28 10.76
N: -0.88 -5.18 9.88
H: -0.63 -5.74 9.06
H: -1.66 -5.62 10.42
C: -1.17 -3.78 9.37
C: -1.48 -3.93 7.90
O: -0.41 -4.63 7.29
C: -0.63 -4.86 5.91
H: -0.94 -1.81 12.30
H: 0.66 -1.12 12.28
H: 0.41 -2.41 13.45
H: -0.73 -4.63 12.44
H: 1.04 -4.71 12.63
H: 0.36 -6.33 11.14
H: 1.18 -5.04 10.07
H: -0.29 -3.20 9.64
H: -2.03 -3.38 9.90
H: -1.61 -2.92 7.41
H: -2.42 -4.54 7.84
H: 0.19 -5.50 5.49
H: -0.60 -3.94 5.36
H: -1.61 -5.34 5.80
C: 0.01 0.88 -1.78
C: 0.88 -0.32 -1.75
N: 1.05 -0.91 -0.37
C: 1.36 0.10 0.69
C: -0.23 -1.53 0.09
C: -0.68 -2.64 -0.80
C: 2.14 -2.03 -0.48
C: 2.30 -3.07 0.58
O: 2.90 -2.47 1.68
C: 2.85 -3.29 2.86
H: -0.48 0.90 -2.75
H: 0.51 1.81 -1.56
H: -0.90 0.88 -1.11
H: 1.87 0.00 -2.09
H: 0.47 -1.10 -2.36
H: 2.26 0.57 0.33
H: 1.46 -0.39 1.65
H: 0.55 0.74 0.80
H: -0.91 -0.66 0.23
H: 0.07 -1.85 1.12
H: 0.17 -3.14 -1.20
H: -1.32 -2.15 -1.52
H: -1.21 -3.42 -0.32
H: 3.06 -1.44 -0.48
H: 1.99 -2.52 -1.43
H: 2.93 -3.88 0.11
H: 1.37 -3.55 0.83
H: 3.39 -4.20 2.72
H: 1.77 -3.47 3.16
H: 3.29 -2.74 3.69
C: -4.06 -3.45 -9.25
C: -3.50 -3.71 -7.85
N: -4.42 -4.05 -6.68
C: -4.80 -5.57 -6.78
C: -3.67 -3.81 -5.40
C: -2.27 -4.33 -5.48
C: -5.66 -3.19 -6.67
C: -6.46 -2.96 -5.35
O: -6.80 -4.22 -4.79
C: -7.79 -4.16 -3.78
H: -3.26 -3.08 -9.85
H: -4.92 -2.81 -9.34
H: -4.37 -4.46 -9.68
H: -2.85 -2.91 -7.58
H: -2.84 -4.60 -7.87
H: -3.94 -6.15 -6.51
H: -5.08 -5.71 -7.81
H: -5.61 -5.70 -6.15
H: -4.24 -4.40 -4.70
H: -3.74 -2.82 -5.07
H: -1.63 -3.70 -6.12
H: -2.09 -5.38 -5.83
H: -1.87 -4.29 -4.48
H: -6.35 -3.72 -7.25
H: -5.43 -2.17 -7.02
H: -7.36 -2.53 -5.76
H: -5.82 -2.25 -4.70
H: -8.73 -3.81 -4.22
H: -7.47 -3.51 -2.98
H: -8.08 -5.15 -3.47
C: -5.16 7.15 -5.45
C: -5.68 8.41 -4.86
N: -5.51 9.72 -5.73
C: -4.09 10.23 -5.69
C: -5.75 9.50 -7.29
C: -6.01 10.74 -8.08
C: -6.46 10.78 -5.23
C: -6.58 11.01 -3.72
O: -5.39 11.05 -3.09
C: -5.46 11.50 -1.77
H: -5.43 6.44 -4.72
H: -4.10 7.15 -5.64
H: -5.68 6.86 -6.39
H: -5.06 8.79 -4.02
H: -6.73 8.42 -4.59
H: -4.09 11.11 -6.30
H: -3.44 9.48 -6.06
H: -3.86 10.60 -4.71
H: -6.60 8.84 -7.30
H: -4.88 8.81 -7.49
H: -5.84 10.57 -9.14
H: -5.37 11.58 -7.74
H: -7.05 11.06 -8.04
H: -7.44 10.50 -5.63
H: -6.25 11.69 -5.76
H: -7.24 10.25 -3.17
H: -7.19 11.95 -3.58
H: -4.51 12.00 -1.56
H: -5.50 10.73 -1.01
H: -6.23 12.21 -1.61
C: 1.96 14.02 -0.98
C: 3.02 13.02 -0.89
N: 4.48 13.49 -0.75
C: 4.79 14.67 -1.66
C: 4.60 13.97 0.76
C: 5.84 14.79 1.06
C: 5.48 12.43 -0.99
C: 5.38 11.10 -0.29
O: 4.44 10.34 -0.98
C: 4.40 9.01 -0.44
H: 0.93 13.55 -1.06
H: 1.98 14.69 -1.86
H: 1.92 14.70 -0.09
H: 3.03 12.39 -1.77
H: 2.91 12.34 0.00
H: 4.73 14.40 -2.72
H: 5.83 14.98 -1.41
H: 4.08 15.47 -1.55
H: 4.57 13.07 1.36
H: 3.68 14.52 0.92
H: 5.80 15.83 0.73
H: 6.74 14.27 0.76
H: 5.80 14.78 2.15
H: 6.42 12.95 -0.80
H: 5.46 12.25 -2.04
H: 5.17 11.14 0.76
H: 6.40 10.61 -0.36
H: 3.55 8.48 -0.84
H: 4.15 9.02 0.63
H: 5.33 8.46 -0.66
N: -3.10 0.48 -4.28
S: -1.90 -0.39 -5.03
O: -0.63 0.15 -4.73
O: -2.18 -0.85 -6.34
F: -1.92 -1.83 -4.19
S: -3.64 0.20 -2.96
O: -4.56 1.15 -2.50
O: -2.82 -0.29 -1.89
F: -4.48 -1.24 -3.34
N: -1.33 0.83 4.45
S: -1.03 2.06 3.50
O: -0.85 3.21 4.29
O: -1.98 2.04 2.40
F: 0.27 1.73 2.70
S: -1.34 -0.68 4.08
O: -2.03 -0.80 2.84
O: -1.76 -1.42 5.17
F: 0.14 -1.09 3.81
N: 5.11 -0.90 -1.08
S: 6.13 -1.91 -1.54
O: 5.57 -3.19 -1.86
O: 7.37 -1.94 -0.79
F: 6.64 -1.36 -2.95
S: 5.56 0.48 -0.59
O: 6.66 0.52 0.26
O: 4.38 1.21 -0.21
F: 6.14 1.20 -1.88
N: -1.37 -6.28 -1.07
S: -1.32 -6.70 -2.66
O: -0.22 -6.16 -3.42
O: -2.68 -6.55 -3.07
F: -0.96 -8.29 -2.64
S: -0.11 -6.53 -0.17
O: 1.19 -6.15 -0.77
O: -0.19 -7.73 0.54
F: -0.41 -5.37 0.87

The HOMO energy is -0.637 hartree. Its spin multiplicity is 1. Its electronic energy is -10013.68455 Eh. Its net charge is +6. As for the LUMO energy: -10.208 eV.